ORCA calculation (the ωB97M-V functional and the def2-TZVPD basis) on the molecule C5H4N2.

Output
- 2S+1: 1
- E_HOMO: -8.9 eV
- Relative energy (zero: lowest compared OMol25 entry of this formula, charge and spin): 213.9 kJ/mol
- Orbital gap: 9.88 eV

Last column: natural (NBO) charge in e.
Geometry (Å):
C 2.697 -0.679 0.189  -0.223
C 1.613 -0.153 0.245  -0.020
C 0.248 0.260 0.168  -0.240
C -0.427 1.282 -0.555  -0.026
N -1.706 0.997 -0.692  -0.248
N -1.898 -0.160 -0.038  -0.340
C -0.739 -0.632 0.527  -0.013
H 3.656 -1.135 0.080  0.236
H -0.054 2.212 -0.963  0.218
H -2.814 -0.559 -0.210  0.420
H -0.576 -1.433 1.249  0.236